1.
# CH13O5S

A 6-piece molecular cluster, CH13O5S overall (wB97M-V/def2-TZVPD, OMol25).

Geometry as ORCA input:
```
! RIJCOSX wB97M-V def2-TZVPD def2/J DEFGRID3
* xyz -1 1
C 0.14 -0.75 2.38
S -0.76 0.78 1.82
H -0.25 -1.03 3.36
H -0.10 -1.62 1.77
H 1.19 -0.53 2.40
H 0.72 2.46 -0.70
H 1.23 2.82 0.55
O 1.58 2.59 -0.32
H 1.84 0.34 0.43
H 1.64 -0.68 -0.63
O 2.15 -0.57 0.19
H -2.74 -1.27 0.00
H -1.33 -0.78 0.18
O -1.86 -1.42 -0.35
H -0.13 -2.01 -2.25
H -0.77 -0.68 -2.26
O -0.14 -1.20 -2.81
H -0.29 1.28 -1.75
H -0.89 0.99 -0.54
O -1.21 1.27 -1.46
*
```

Summary:
HOMO = -3.71 eV
LUMO level = 0.1318 Eh
Orbital gap = 7.297 eV


2.
# C3H16NO4

A 5-piece molecular cluster, C3H16NO4 overall (wB97M-V/def2-TZVPD, OMol25).

Geometry as ORCA input:
```
! RIJCOSX wB97M-V def2-TZVPD def2/J DEFGRID3
* xyz 1 1
C -0.60 -1.09 -1.18
O 0.57 -0.78 -1.80
C -1.60 0.05 -1.27
C -2.72 -0.04 -0.28
N -1.03 0.68 2.38
H -0.96 -2.02 -1.58
H -0.42 -1.29 -0.09
H 0.90 0.04 -1.41
H -1.98 0.14 -2.30
H -3.33 -0.92 -0.49
H -3.36 0.84 -0.45
H -2.21 0.03 0.69
H -0.98 0.99 -1.03
H -0.60 1.27 1.70
H -1.41 1.07 3.26
H 1.20 0.47 0.69
H 2.42 -0.40 1.44
O 1.54 -0.44 0.97
H 4.00 -0.53 -1.01
H 5.29 -0.97 -0.25
O 4.40 -0.67 -0.15
H 0.93 2.36 -0.14
H -0.57 -0.24 2.44
O 0.55 1.46 -0.14
*
```

Summary:
HOMO = -14.43 eV
LUMO level = -0.3654 Eh
Orbital gap = 4.483 eV


3.
# C31H85N7O14

A 9-piece molecular cluster, C31H85N7O14 overall (wB97M-V/def2-TZVPD, OMol25).

Geometry as ORCA input:
```
! RIJCOSX wB97M-V def2-TZVPD def2/J DEFGRID3
* xyz 0 1
C -0.61 -4.29 4.33
O -0.68 -2.84 4.60
C -1.84 -2.41 5.33
C -1.75 -0.90 5.52
N -2.01 -0.14 4.33
C -3.41 0.12 3.99
C -3.49 1.13 2.86
O -3.22 2.49 3.32
C -4.38 3.16 3.74
H -0.45 -4.49 3.23
H -1.50 -4.78 4.67
H 0.26 -4.66 4.89
H -1.82 -2.88 6.28
H -2.82 -2.67 4.72
H -0.74 -0.62 5.85
H -2.48 -0.73 6.32
H -1.59 0.75 4.42
H -3.91 0.55 4.87
H -3.92 -0.82 3.83
H -4.49 1.13 2.38
H -2.76 0.91 2.10
H -5.10 3.30 2.95
H -4.19 4.10 4.22
H -4.95 2.62 4.53
C -1.60 -3.93 -1.30
O -1.10 -4.66 -2.38
C -0.55 -3.82 -3.39
C -0.01 -4.70 -4.47
N -1.09 -5.32 -5.20
C -0.76 -6.38 -6.19
C 0.03 -5.77 -7.34
O 1.38 -6.16 -7.07
C 2.43 -5.64 -7.85
H -1.90 -4.67 -0.49
H -2.49 -3.31 -1.48
H -0.90 -3.21 -0.85
H 0.17 -3.09 -3.04
H -1.45 -3.20 -3.69
H 0.64 -5.39 -3.86
H 0.69 -4.13 -5.05
H -1.66 -5.69 -4.46
H -1.61 -7.05 -6.43
H 0.06 -7.05 -5.80
H -0.10 -4.69 -7.26
H -0.25 -6.10 -8.37
H 2.52 -6.15 -8.82
H 3.31 -5.77 -7.17
H 2.28 -4.56 -8.02
C -2.51 3.64 0.00
O -1.96 3.51 -1.31
C -2.42 4.60 -2.04
C -1.57 5.82 -1.86
N -0.15 5.48 -2.09
C 0.74 6.62 -1.96
C 2.11 6.25 -1.58
O 2.00 5.54 -0.37
C 3.21 5.09 0.15
H -3.58 3.34 -0.03
H -2.28 4.60 0.50
H -2.01 2.96 0.69
H -3.48 4.79 -1.72
H -2.40 4.34 -3.08
H -1.77 6.36 -0.91
H -1.88 6.41 -2.74
H 0.12 4.64 -1.55
H 0.35 7.30 -1.22
H 0.72 7.10 -2.92
H 2.64 7.19 -1.53
H 2.56 5.47 -2.26
H 3.94 5.88 0.43
H 3.69 4.44 -0.53
H 2.94 4.56 1.07
C 6.14 -6.48 -4.73
O 4.95 -6.00 -4.26
C 4.93 -5.82 -2.88
C 3.46 -5.62 -2.44
N 3.38 -5.21 -1.07
C 2.02 -4.85 -0.67
C 1.98 -4.06 0.64
O 3.02 -3.10 0.56
C 3.13 -2.17 1.62
H 7.01 -5.89 -4.46
H 6.00 -6.54 -5.84
H 6.26 -7.53 -4.32
H 5.44 -4.93 -2.58
H 5.41 -6.61 -2.34
H 2.90 -6.57 -2.44
H 2.98 -4.99 -3.27
H 3.81 -4.36 -0.71
H 1.41 -5.72 -0.49
H 1.57 -4.29 -1.48
H 2.18 -4.71 1.46
H 0.98 -3.64 0.63
H 3.85 -1.36 1.38
H 3.32 -2.73 2.56
H 2.16 -1.67 1.80
C 1.43 2.38 5.05
O 0.27 2.38 4.31
C -0.23 3.69 3.90
C 0.32 4.16 2.56
N -0.26 5.50 2.20
C 0.22 6.49 3.13
C 0.09 7.91 2.69
O 0.79 8.13 1.49
C 2.15 8.02 1.61
H 2.28 2.30 4.38
H 1.51 1.46 5.69
H 1.45 3.37 5.58
H -0.11 4.42 4.77
H -1.30 3.57 3.83
H -0.03 3.37 1.90
H 1.44 4.31 2.62
H 0.16 5.81 1.33
H 1.29 6.33 3.33
H -0.31 6.33 4.08
H 0.40 8.55 3.48
H -1.01 8.17 2.57
H 2.67 8.85 2.17
H 2.57 8.12 0.60
H 2.50 7.05 1.95
N -2.01 0.21 -0.96
C -3.31 0.26 -1.31
N -3.52 0.68 -2.59
O -4.23 0.04 -0.52
H -1.76 0.13 0.04
H -1.33 0.87 -1.41
H -4.50 0.58 -2.92
H -2.80 0.44 -3.24
O -3.90 -2.05 1.06
H -4.12 -1.23 0.56
H -4.72 -2.48 1.34
O -1.38 -2.36 1.73
H -2.25 -2.33 1.37
H -1.29 -2.30 2.69
O -0.08 0.26 1.60
H -0.53 -0.60 1.69
H -0.05 0.59 2.50
*
```

Summary:
HOMO = -8.19 eV
LUMO level = 0.0228 Eh
Orbital gap = 8.816 eV
SMILES string = COCCNCCOC.COCCNCCOC.COCCNCCOC.COCCNCCOC.COCCNCCOC.NC(N)=O.O.O.O


4.
# C12H23O4

A 3-piece molecular cluster, C12H23O4 overall (wB97M-V/def2-TZVPD, OMol25).

Geometry as ORCA input:
```
! RIJCOSX wB97M-V def2-TZVPD def2/J DEFGRID3
* xyz -1 1
C -2.17 -1.03 -0.65
C -1.45 -1.18 -1.60
C -0.49 -1.39 -2.70
C 0.41 -2.65 -2.48
O 0.10 -3.41 -1.53
O 1.34 -2.78 -3.30
H -2.87 -1.07 0.16
H 0.10 -0.49 -2.86
H -1.10 -1.58 -3.59
C -0.05 -3.11 1.81
C 0.09 -1.76 2.49
O -1.01 -1.41 3.33
C -1.28 -2.29 4.39
C -0.13 -2.45 5.37
H -0.96 -3.14 1.20
H 0.79 -3.29 1.14
H -0.09 -3.93 2.53
H 0.13 -0.98 1.73
H 1.03 -1.71 3.05
H -1.59 -3.27 4.01
H -2.14 -1.86 4.91
H 0.75 -2.89 4.90
H -0.43 -3.11 6.19
H 0.16 -1.48 5.79
C 1.51 3.05 -3.92
C 0.15 2.85 -3.27
O 0.20 2.39 -1.94
C 0.87 3.22 -1.02
C 0.27 4.61 -0.87
H 2.08 2.12 -3.89
H 1.40 3.36 -4.96
H 2.10 3.82 -3.41
H -0.40 2.09 -3.82
H -0.44 3.77 -3.34
H 1.94 3.29 -1.26
H 0.80 2.70 -0.06
H 0.32 5.18 -1.80
H 0.80 5.17 -0.11
H -0.79 4.54 -0.59
*
```

Summary:
HOMO = -4.17 eV
LUMO level = 0.1073 Eh
Orbital gap = 7.089 eV


In the order shown, the computed max |F| values come out to 2.2, 2.2, 2.6, 1.3 eV/Å.
In the order shown, the computed relative energy (zero: lowest compared OMol25 entry of this formula, charge and spin) values come out to 24.3, 200.2, 0.0, 0.0 kcal per mole.